## a
The following is a quantum chemistry calculation of a cluster of 2 separate species, C26H27N2 in total, from the OMol25 dataset.

Results
net charge: +1
LUMO level: -4.76 eV
HOMO level: -11.09 eV
Kohn-Sham gap: 6.34 eV

Last column: natural (NBO) charge in e.
Positions of all 55 atoms, in Å:
C -3.0122 -0.2212 2.7975  -0.655
C -1.7255 -0.9636 2.7734  0.336
C -1.7526 -2.4431 2.8250  -0.707
N -0.6583 -0.2655 2.7324  -0.486
C 0.7145 -0.5979 2.7413  0.095
C 1.6241 0.4540 2.8062  -0.212
C 2.9832 0.2270 2.8186  -0.199
C 3.4643 -1.0647 2.7595  -0.205
C 2.5792 -2.1199 2.6848  -0.212
C 1.2204 -1.8914 2.6767  -0.189
H -3.8694 -0.8923 2.8029  0.220
H -3.0698 0.4103 3.6845  0.248
H -3.1003 0.4273 1.9265  0.209
H -2.7747 -2.8154 2.8975  0.227
H -1.3165 -2.8678 1.9204  0.230
H -1.2095 -2.8089 3.6971  0.248
H 1.2402 1.4594 2.8303  0.200
H 3.6684 1.0590 2.8697  0.213
H 4.5265 -1.2492 2.7610  0.221
H 2.9514 -3.1297 2.6203  0.220
H 0.5664 -2.7373 2.6001  0.207
C -0.7566 3.4053 1.4312  -0.681
C 0.1752 2.8991 0.3965  0.410
N 1.4323 3.3826 0.2046  -0.468
C 2.0598 2.6825 -0.8280  0.117
C 1.1578 1.7104 -1.2957  -0.014
C 1.5600 0.8064 -2.2828  -0.202
C 2.8220 0.9194 -2.8159  -0.183
C 3.6995 1.9159 -2.3838  -0.183
C 3.3353 2.7919 -1.3879  -0.219
C -0.0678 1.8629 -0.5403  -0.203
C -1.2331 1.0704 -0.6257  0.100
C -1.5336 0.0573 -1.6113  -0.094
C -1.4088 0.2731 -3.0013  -0.159
C -1.6568 -0.7375 -3.8984  -0.225
C -2.0196 -2.0127 -3.4711  0.062
C -2.1768 -3.1259 -4.4497  -0.644
C -2.1923 -2.2243 -2.1062  -0.213
C -1.9881 -1.2141 -1.1998  -0.158
H -1.6847 2.8338 1.4431  0.248
H -0.3122 3.3415 2.4259  0.262
H -1.0084 4.4515 1.2512  0.258
H 1.8859 4.1208 0.7460  0.442
H 0.8941 0.0298 -2.6063  0.230
H 3.1349 0.2268 -3.5798  0.227
H 4.6716 1.9988 -2.8458  0.233
H 4.0127 3.5542 -1.0485  0.228
H -1.9298 1.1643 0.1889  0.216
H -1.1239 1.2507 -3.3505  0.227
H -1.5521 -0.5506 -4.9531  0.229
H -2.5399 -4.0349 -3.9677  0.227
H -2.8840 -2.8593 -5.2357  0.238
H -1.2213 -3.3614 -4.9212  0.238
H -2.4806 -3.2012 -1.7590  0.226
H -2.1203 -1.3969 -0.1476  0.217

---

## b
The following is a quantum chemistry calculation of a cluster of 2 separate species, C26H27N2 in total, from the OMol25 dataset.

Results
net charge: +1
LUMO level: -5.19 eV
HOMO level: -10.86 eV
Kohn-Sham gap: 5.67 eV

Last column: natural (NBO) charge in e.
Positions of all 55 atoms, in Å:
C -3.2938 4.4103 1.3781  -0.138
C -3.9038 3.3429 2.0117  -0.230
C -3.7678 2.0673 1.5147  -0.095
C -3.0192 1.8186 0.3552  -0.177
C -2.8113 0.4531 -0.1441  0.280
C -2.6794 -0.6137 0.7717  -0.320
C -2.5891 -1.9372 0.4414  0.062
C -2.4040 -3.0250 1.3600  -0.068
C -2.3071 -4.3305 0.8606  -0.140
C -2.1236 -5.4003 1.7056  -0.224
C -2.0316 -5.2106 3.0706  -0.132
C -2.1078 -3.9316 3.5864  -0.201
C -2.2894 -2.8540 2.7482  -0.156
C -2.7947 0.2299 -1.5949  -0.072
C -1.8553 -0.6016 -2.2225  -0.211
C -1.9139 -0.8267 -3.5781  -0.203
C -2.8882 -0.2154 -4.3464  -0.151
C -3.8070 0.6300 -3.7545  -0.214
C -3.7626 0.8521 -2.3987  -0.164
C -2.4494 2.9268 -0.2976  -0.132
C -2.5784 4.1993 0.2138  -0.214
H -3.3805 5.4060 1.7848  0.232
H -4.4960 3.5182 2.8950  0.232
H -4.2835 1.2499 1.9875  0.210
H -2.6757 -0.3472 1.8117  0.224
H -2.6685 -2.2101 -0.5946  0.222
H -2.3470 -4.4872 -0.2038  0.220
H -2.0138 -6.3913 1.3007  0.232
H -1.8717 -6.0528 3.7255  0.232
H -1.9960 -3.7735 4.6474  0.231
H -2.3190 -1.8653 3.1679  0.215
H -1.0523 -1.0143 -1.6363  0.257
H -1.1959 -1.4759 -4.0510  0.228
H -2.9284 -0.3859 -5.4108  0.230
H -4.5782 1.0917 -4.3518  0.233
H -4.5030 1.4779 -1.9292  0.226
H -1.8789 2.7679 -1.1967  0.229
H -2.1082 5.0328 -0.2853  0.234
C 0.9834 -3.6921 -0.6715  -0.655
C 1.7264 -2.4819 -0.2373  0.451
N 1.0805 -1.3751 -0.1286  -0.554
C 1.8187 -0.3291 0.4324  -0.239
C 3.2059 -0.1586 -0.1943  -0.428
C 3.9973 -1.4470 0.0051  -0.211
N 3.0944 -2.6019 0.0327  -0.625
H 1.6564 -4.4223 -1.1225  0.217
H 0.4835 -4.1613 0.1763  0.229
H 0.2136 -3.4294 -1.3988  0.228
H 1.2334 0.5997 0.3751  0.191
H 1.9331 -0.5558 1.5002  0.183
H 3.0906 0.0540 -1.2627  0.206
H 3.7398 0.7042 0.2256  0.225
H 4.7424 -1.5867 -0.7871  0.200
H 4.5483 -1.4158 0.9524  0.194
H 3.5588 -3.4898 -0.1696  0.399

---

Which structure is most stable? a, by 9.4 kcal/mol over the runner-up.

---

## a
The following is a quantum chemistry calculation of an isolated molecule of C6H9P, from the OMol25 dataset.

Results
net charge: 0
LUMO level (spin up / spin down): -0.78 / -1.25 eV
HOMO level (spin up / spin down): -7.36 / -7.87 eV
Kohn-Sham gap (spin up / spin down): 6.58 / 6.62 eV

Last column: natural (NBO) charge in e.
Positions of all 16 atoms, in Å:
C -0.3492 0.4547 -0.2409  -0.155
C 0.5127 -0.4469 0.4833  -0.277
C -0.8095 1.6841 0.0767  -0.471
C 0.9329 -1.6350 0.0043  -0.099
C -1.8386 2.3133 -0.8588  -0.652
C 1.7387 -2.6545 0.7883  -0.642
P -0.5654 2.8700 1.3325  0.362
H -0.7628 0.2227 -1.2696  0.192
H 0.8971 0.0613 1.4440  0.218
H 0.6554 -2.0635 -1.0597  0.198
H -2.2200 1.5177 -1.5932  0.217
H -1.5046 3.1800 -1.5869  0.222
H -2.5486 2.8696 -0.2251  0.229
H 1.2927 -3.5340 0.5818  0.218
H 1.8285 -2.2352 1.8356  0.220
H 2.7407 -2.6044 0.2876  0.220

---

## b
The following is a quantum chemistry calculation of an isolated molecule of C6H9P, from the OMol25 dataset.

Results
net charge: 0
LUMO level: 0.25 eV
HOMO level: -8.02 eV
Kohn-Sham gap: 8.27 eV

Last column: natural (NBO) charge in e.
Positions of all 16 atoms, in Å:
C -0.0308 -1.3601 -0.7270  -0.179
C 1.2473 -1.1614 -0.7464  -0.499
C -0.8420 0.8514 -0.3307  -0.404
C 0.5808 1.3137 -0.2440  -0.731
C -0.2121 -0.4993 1.7051  -0.426
C -0.7631 -0.5284 0.3149  -0.341
P 1.8897 0.1566 0.4302  0.606
H -0.5984 -1.8658 -1.5082  0.216
H 1.9461 -1.4437 -1.5437  0.223
H -1.2722 1.6093 0.2883  0.213
H -1.3415 0.7443 -1.3786  0.217
H 1.0030 1.6869 -1.2351  0.226
H 0.4883 2.2450 0.2924  0.221
H -0.4219 0.4034 2.2508  0.210
H 0.1719 -1.4661 2.0980  0.232
H -1.8451 -0.6859 0.3339  0.218

---

Which structure is most stable? b, by 22.5 kcal/mol over the runner-up.

---

## a
The following is a quantum chemistry calculation of a cluster of 2 separate species, C5H10N4 in total, from the OMol25 dataset.

Results
net charge: 0
LUMO level (spin up / spin down): 0.34 / 0.34 eV
HOMO level (spin up / spin down): -7.98 / -7.98 eV
Kohn-Sham gap (spin up / spin down): 8.32 / 8.32 eV
SMILES string: C=C(C)/C(N)=N\N.C#N

Last column: natural (NBO) charge in e.
Positions of all 19 atoms, in Å:
C -0.4256 1.6282 -0.2698  -0.418
C 0.2400 0.7777 0.5368  -0.033
C 0.5204 1.1623 1.9641  -0.641
C 0.5523 -0.5985 0.1706  0.298
N 0.7278 -1.5000 1.2192  -0.797
N 0.5534 -1.1463 -1.0120  -0.294
N 1.0126 -0.5270 -2.1404  -0.626
H -0.6773 2.6187 0.0764  0.206
H -0.5385 1.5123 -1.3449  0.192
H 1.4969 0.7920 2.2728  0.238
H -0.2237 0.7275 2.6346  0.215
H 0.4908 2.2417 2.0814  0.220
H 0.8608 -2.4418 0.8790  0.400
H 0.0451 -1.4525 1.9640  0.366
H 0.8552 -1.1245 -2.9387  0.374
H 0.7229 0.4299 -2.2976  0.339
C -1.9624 -1.0580 -1.2124  0.065
N -2.2876 -1.9900 -1.8010  -0.335
H -1.9632 -0.0518 -0.7820  0.232

---

## b
The following is a quantum chemistry calculation of an isolated molecule of C5H10N4, from the OMol25 dataset.

Results
net charge: 0
LUMO level: 0.84 eV
HOMO level: -8.88 eV
Kohn-Sham gap: 9.72 eV
SMILES string: CN1/C=N\N=C/CCN1

Last column: natural (NBO) charge in e.
Positions of all 19 atoms, in Å:
C -0.7217 -1.5848 1.5214  -0.430
N -0.9896 -0.2547 1.0033  -0.290
C 0.0166 0.5745 1.4992  0.250
N 0.6606 1.5650 1.2057  -0.318
N 0.3748 2.4063 0.1815  -0.232
C 0.5752 1.9185 -1.0261  0.078
C 1.1369 0.5980 -1.3049  -0.514
C -0.0496 -0.4807 -1.3138  -0.218
N -1.0788 -0.1721 -0.4599  -0.492
H -1.5303 -2.1625 1.2137  0.201
H -0.7246 -1.6545 2.6235  0.218
H 0.1517 -2.1106 1.1089  0.184
H 0.2821 0.1602 2.4943  0.155
H 0.4299 2.6720 -1.8657  0.188
H 1.7893 0.4895 -2.1228  0.227
H 1.6380 0.4121 -0.3906  0.223
H -0.4791 -0.5635 -2.3778  0.218
H 0.5149 -1.5094 -1.3398  0.169
H -1.9964 -0.3031 -0.6498  0.382

---

## c
The following is a quantum chemistry calculation of an isolated molecule of C5H10N4, from the OMol25 dataset.

Results
net charge: 0
LUMO level: 0.76 eV
HOMO level: -6.32 eV
Kohn-Sham gap: 7.08 eV
SMILES string: CNc1ncn(C)c1N

Last column: natural (NBO) charge in e.
Positions of all 19 atoms, in Å:
C -3.0847 0.1279 -0.5896  -0.405
N -2.1224 0.5130 0.4281  -0.659
C -0.9108 0.0045 0.6710  0.264
N -0.6896 -1.2370 1.0051  -0.462
C 0.5656 -1.5717 0.8234  0.100
N 1.3522 -0.5967 0.2198  -0.381
C 2.7627 -0.7958 -0.0986  -0.426
C 0.6511 0.5860 -0.1853  0.244
N 1.0099 1.8558 -0.3854  -0.820
H -2.6718 -0.7141 -1.2968  0.212
H -4.0237 -0.2267 -0.0430  0.183
H -3.4329 0.9542 -1.1733  0.182
H -2.3813 1.4102 0.8852  0.372
H 1.1058 -2.4264 1.2074  0.184
H 3.5400 -0.2803 0.5867  0.196
H 3.1316 -1.8148 0.1256  0.223
H 3.0084 -0.4878 -1.1312  0.211
H 0.3011 2.4241 -0.7877  0.397
H 1.8888 2.2757 -0.2614  0.384

---

Which structure is most stable? a, by 18.6 kcal/mol over the runner-up.

---

## a
The following is a quantum chemistry calculation of a cluster of 2 separate species, C3H5O3 in total, from the OMol25 dataset.

Results
net charge: -1
LUMO level: 4.39 eV
HOMO level: -4.42 eV
Kohn-Sham gap: 8.80 eV

Last column: natural (NBO) charge in e.
Positions of all 11 atoms, in Å:
C 2.1273 -0.2754 -1.8317  -0.629
C 1.1195 -0.0989 -0.9800  0.194
O 0.9637 0.9650 -0.2127  -0.735
H 2.1715 -1.1816 -2.4123  0.182
H 2.8901 0.4876 -1.9490  0.180
H 0.3573 -0.8581 -0.8569  0.175
H 0.0500 0.9352 0.2726  0.511
O -1.3398 0.8823 0.8388  -0.789
C -1.7670 -0.2654 1.1481  0.641
O -1.1860 -1.3504 1.0725  -0.744
H -2.8507 -0.2813 1.4164  0.013

---

## b
The following is a quantum chemistry calculation of the ion C3H5O3 with charge -1, from the OMol25 dataset.

Results
net charge: -1
LUMO level: 4.01 eV
HOMO level: -4.03 eV
Kohn-Sham gap: 8.05 eV
SMILES string: O=C([O-])CCO

Last column: natural (NBO) charge in e.
Positions of all 11 atoms, in Å:
O 0.3368 -0.0936 2.0407  -0.807
C -0.4947 0.2926 1.1258  0.757
O -1.3366 1.1962 1.2232  -0.763
C -0.4250 -0.4272 -0.2597  -0.568
C 0.5470 0.2066 -1.2836  -0.061
O 1.1891 -0.8658 -2.2674  -0.797
H -0.2898 -1.5441 -0.0681  0.198
H -1.4292 -0.3081 -0.5854  0.209
H 1.5440 0.5364 -0.8356  0.195
H 0.1293 0.7007 -2.0903  0.186
H 0.7669 -1.7112 -1.8866  0.452

---

Which structure is most stable? a, by 24.1 kcal/mol over the runner-up.

---

## a
The following is a quantum chemistry calculation of a cluster of 2 separate species, C3H5O3 in total, from the OMol25 dataset.

Results
net charge: -1
LUMO level: 4.10 eV
HOMO level: -4.80 eV
Kohn-Sham gap: 8.90 eV

Last column: natural (NBO) charge in e.
Positions of all 11 atoms, in Å:
C -2.1678 0.0552 -1.1886  -0.588
C -1.0259 0.1243 -0.5095  0.176
O 0.0236 -0.7731 -0.7614  -0.780
H -2.8837 0.8664 -1.1220  0.189
H -2.3280 -0.7989 -1.7288  0.193
H -0.8300 0.6292 0.4620  0.178
H 0.8693 -0.1543 -0.3963  0.520
O 1.9603 0.8106 0.3334  -0.819
C 2.0892 0.0155 1.3633  0.623
O 2.5747 0.2415 2.4534  -0.715
H 1.7183 -1.0163 1.0946  0.023

---

## b
The following is a quantum chemistry calculation of the ion C3H5O3 with charge -1, from the OMol25 dataset.

Results
net charge: -1
LUMO level: 3.66 eV
HOMO level: -3.95 eV
Kohn-Sham gap: 7.60 eV
SMILES string: O=C([O-])CCO

Last column: natural (NBO) charge in e.
Positions of all 11 atoms, in Å:
O -1.9743 0.0656 -0.0992  -0.788
C -1.0026 -0.0009 0.6825  0.758
O -0.8937 0.4330 1.8513  -0.789
C 0.2993 -0.6095 0.0939  -0.531
C 1.0941 0.4149 -0.6877  -0.055
O 2.0787 -0.2453 -1.5151  -0.746
H 0.0888 -1.4608 -0.5618  0.196
H 0.9199 -0.9771 0.9106  0.191
H 0.4654 1.0276 -1.3107  0.162
H 1.5825 1.0725 0.0477  0.150
H 2.3190 0.3716 -2.2162  0.452

---

## c
The following is a quantum chemistry calculation of a cluster of 2 separate species, C3H5O3 in total, from the OMol25 dataset.

Results
net charge: -1
LUMO level: 4.31 eV
HOMO level: -4.60 eV
Kohn-Sham gap: 8.90 eV

Last column: natural (NBO) charge in e.
Positions of all 11 atoms, in Å:
C -2.2384 0.8191 -0.2666  -0.582
C -1.4544 -0.2673 -0.0820  0.204
O -0.3548 -0.2655 0.6755  -0.752
H -2.8031 0.9465 -1.1894  0.184
H -2.3684 1.5270 0.5466  0.189
H -1.6487 -1.1739 -0.6635  0.130
H 0.4717 -0.4891 0.0981  0.528
O 1.8882 -1.2150 -0.1284  -0.817
C 2.6153 -0.2166 0.2123  0.630
O 2.4500 0.9624 -0.0716  -0.726
H 3.4427 -0.6276 0.8691  0.012

---

Which structure is most stable? b, by 20.0 kcal/mol over the runner-up.

---

## a
The following is a quantum chemistry calculation of an isolated molecule of C5H10NP, from the OMol25 dataset.

Results
net charge: 0
LUMO level (spin up / spin down): -0.42 / 0.40 eV
HOMO level (spin up / spin down): -7.15 / -7.83 eV
Kohn-Sham gap (spin up / spin down): 6.73 / 8.23 eV

Last column: natural (NBO) charge in e.
Positions of all 17 atoms, in Å:
C 0.6822 -1.5184 -0.4378  -0.147
C 1.2411 -0.4081 -0.9795  -0.272
C -0.6708 -1.3969 0.3093  -0.285
C 0.8600 1.0346 -0.6039  0.031
C 1.4591 1.6812 0.5278  -0.706
N -1.0459 -0.0510 0.2608  -0.803
P -2.5760 0.4055 -0.1670  0.590
H 1.0212 -2.5120 -0.6058  0.206
H 2.2006 -0.4935 -1.5559  0.220
H -1.3193 -2.0350 -0.2014  0.186
H -0.5612 -1.6996 1.4421  0.197
H 0.1311 1.5291 -1.2306  0.215
H 1.2404 0.9789 1.3536  0.259
H 1.2809 2.6897 0.7602  0.232
H 2.5373 1.6294 0.5978  0.234
H -2.6272 -0.0962 -1.5593  -0.104
H -2.1468 1.6570 -0.6775  -0.053

---

## b
The following is a quantum chemistry calculation of an isolated molecule of C5H10NP, from the OMol25 dataset.

Results
net charge: 0
LUMO level (spin up / spin down): 0.06 / 0.23 eV
HOMO level (spin up / spin down): -6.57 / -7.55 eV
Kohn-Sham gap (spin up / spin down): 6.63 / 7.77 eV

Last column: natural (NBO) charge in e.
Positions of all 17 atoms, in Å:
C -0.6202 0.1031 -0.0575  -0.477
C 0.5974 1.0287 -0.3484  -0.073
C -0.5058 -1.3509 -0.6039  -0.113
C 0.5411 2.4432 0.2564  -0.628
C -0.9142 -2.3565 0.3674  -0.690
N 1.8763 0.4504 0.1033  -0.934
P 2.6195 -0.7881 -0.0688  0.790
H -0.7867 -0.0642 1.0309  0.205
H -1.4915 0.4467 -0.5675  0.226
H 0.6229 1.0773 -1.4977  0.201
H -0.4114 -1.5030 -1.6832  0.186
H 0.3282 2.5145 1.4150  0.213
H -0.2907 3.1411 -0.0394  0.218
H 1.5990 2.8688 0.0707  0.230
H -1.9729 -2.3322 0.4355  0.213
H -0.4155 -2.3736 1.2800  0.216
H -0.7754 -3.3052 -0.0926  0.217

---

Which structure is most stable? b, by 15.7 kcal/mol over the runner-up.